1.
C4H6N2O | ωB97M-V/def2-TZVPD

Output
Energy ... -340.75075 Ha
Energy above the lowest of the compared OMol25 structures with the same formula, charge and spin ... 115.9 kJ/mol
HOMO-LUMO gap ... 8.23 eV

Structure (ORCA input):
```
! RIJCOSX wB97M-V def2-TZVPD def2/J DEFGRID3
* xyz 0 1
N 0.416 -2.037 1.008
C 0.124 -0.873 0.268
C 0.370 -0.682 -1.061
N 0.054 0.634 -1.371
C -0.430 1.253 -0.231
O -0.588 2.607 -0.113
C -0.415 0.333 0.788
H 1.339 -2.370 0.755
H 0.431 -1.815 1.996
H 0.677 -1.406 -1.803
H 0.148 0.959 -2.322
H -1.467 2.870 0.185
H -0.683 0.525 1.817
*
```



2.
C21H34ClIOP3Tl | ωB97M-V/def2-TZVPD

Output
Energy ... -2849.66398 Ha
Energy above the lowest of the compared OMol25 structures with the same formula, charge and spin ... 0.0 kJ/mol
HOMO-LUMO gap (spin up / spin down) ... 6.33 / 4.41 eV

Structure (ORCA input):
```
! RIJCOSX wB97M-V def2-TZVPD def2/J DEFGRID3
* xyz 2 1
C 3.593 -2.480 -1.665
C 2.215 -2.333 -1.291
H 3.784 -3.516 -1.997
H 4.235 -2.230 -0.801
H 3.840 -1.771 -2.477
O 1.223 -2.925 -1.022
I 1.037 3.197 0.348
Tl 1.949 0.368 -0.527
P 1.314 0.873 -2.995
C -0.468 0.891 -3.360
C 1.927 2.581 -3.279
H 2.034 2.782 -4.357
H 1.895 0.198 -5.242
H 2.907 2.652 -2.781
H 3.218 -0.153 -4.080
H -0.956 1.581 -2.659
H 1.249 3.309 -2.806
C 2.132 -0.185 -4.241
H -0.613 1.231 -4.394
H 1.782 -1.223 -4.146
H -0.896 -0.112 -3.247
P 2.371 -0.441 1.906
C 0.890 -0.829 2.888
C 3.486 -1.885 2.031
H 3.938 1.373 1.966
H 3.759 0.640 3.608
H 2.497 1.764 2.944
C 3.225 0.973 2.705
H 4.420 -1.668 1.494
H 3.705 -2.076 3.089
H 1.169 -1.049 3.928
H 0.392 -1.703 2.448
H 3.011 -2.771 1.586
H 0.209 0.031 2.856
Cl 4.401 0.871 -0.922
C -1.539 -1.686 -1.091
P -1.262 -0.424 0.254
C -1.872 1.328 0.382
C -1.632 1.946 1.629
C -1.992 3.273 1.855
C -2.632 3.989 0.834
C -2.858 3.385 -0.405
C -2.491 2.069 -0.638
C -2.591 -1.059 1.287
C -2.367 -2.238 2.029
C -3.430 -2.810 2.738
C -4.722 -2.264 2.656
C -4.952 -1.166 1.821
C -3.895 -0.577 1.131
H -1.198 -2.666 -0.710
H -0.981 -1.429 -1.992
H -2.613 -1.731 -1.326
H -1.066 1.418 2.412
H -1.690 3.761 2.784
H -2.880 5.040 1.010
H -3.282 3.990 -1.211
H -2.665 1.610 -1.613
H -1.389 -2.721 2.011
H -3.260 -3.714 3.322
H -5.558 -2.737 3.196
H -5.962 -0.791 1.681
H -4.102 0.239 0.447
*
```



3.
C44H114N6O14 | ωB97M-V/def2-TZVPD

Output
Energy ... -3126.30230 Ha
Energy above the lowest of the compared OMol25 structures with the same formula, charge and spin ... 542.8 kJ/mol
HOMO-LUMO gap ... 8.88 eV

Structure (ORCA input):
```
! RIJCOSX wB97M-V def2-TZVPD def2/J DEFGRID3
* xyz 0 1
C 10.629 0.686 11.374
C 9.602 1.815 11.367
C 10.226 3.165 11.131
O 8.532 1.518 10.462
H 10.020 -0.172 11.700
H 11.319 0.734 12.216
H 11.038 0.367 10.420
H 9.094 1.822 12.341
H 9.543 4.019 11.193
H 10.680 3.262 10.140
H 10.999 3.373 11.874
H 7.713 1.734 10.906
C 14.952 4.845 14.911
C 15.947 3.730 14.632
C 15.314 2.329 14.610
O 16.561 3.963 13.362
H 14.164 4.964 14.167
H 15.455 5.813 14.800
H 14.665 4.824 15.964
H 16.736 3.784 15.386
H 14.313 2.475 14.194
H 15.227 1.740 15.522
H 15.867 1.698 13.911
H 16.051 3.481 12.702
C 4.568 2.083 10.366
C 4.760 0.658 10.843
C 5.565 0.453 12.100
O 3.482 -0.003 10.948
H 3.838 2.675 10.926
H 4.195 2.081 9.340
H 5.473 2.694 10.366
H 5.184 0.124 9.977
H 5.870 -0.587 12.230
H 4.885 0.656 12.937
H 6.410 1.127 12.237
H 3.639 -0.760 11.523
C 4.864 8.479 14.496
C 5.934 8.640 15.558
C 5.412 8.457 16.984
O 6.909 7.586 15.311
H 5.422 8.564 13.560
H 4.124 9.277 14.549
H 4.361 7.521 14.599
H 6.541 9.549 15.529
H 4.947 7.484 17.136
H 4.668 9.202 17.275
H 6.278 8.622 17.634
H 7.344 7.472 16.167
C 11.744 3.670 15.402
O 10.368 3.557 15.046
C 9.439 3.917 16.073
C 8.164 4.174 15.259
N 7.403 2.967 14.987
C 5.985 3.250 14.823
C 5.690 4.376 13.807
O 6.441 4.218 12.622
C 6.862 5.441 12.067
H 12.062 4.535 14.804
H 12.330 2.888 14.917
H 11.992 3.843 16.446
H 9.719 4.763 16.709
H 9.344 3.049 16.737
H 8.375 4.701 14.325
H 7.551 4.801 15.918
H 7.685 2.560 14.100
H 5.636 3.713 15.753
H 5.453 2.328 14.597
H 5.958 5.335 14.257
H 4.615 4.317 13.605
H 7.510 5.273 11.211
H 7.481 5.931 12.828
H 6.027 6.100 11.820
C 5.455 8.056 6.264
O 4.939 7.916 7.573
C 5.555 6.910 8.345
C 4.550 5.841 8.797
N 3.746 5.283 7.739
C 4.452 4.451 6.771
C 3.575 4.102 5.605
O 3.104 5.283 4.968
C 2.392 5.008 3.775
H 6.483 8.432 6.305
H 4.760 8.661 5.685
H 5.512 7.107 5.716
H 5.940 7.472 9.211
H 6.465 6.433 7.958
H 3.897 6.317 9.534
H 5.074 5.065 9.362
H 3.237 5.987 7.219
H 4.887 3.578 7.258
H 5.292 5.015 6.334
H 2.671 3.575 5.942
H 4.086 3.447 4.894
H 2.403 5.877 3.119
H 1.346 4.895 4.080
H 2.739 4.131 3.229
C 12.910 -1.479 17.562
O 11.520 -1.205 17.602
C 11.116 -0.058 16.871
C 9.617 -0.172 16.648
N 9.289 -1.318 15.836
C 7.850 -1.504 15.512
C 7.754 -2.273 14.196
O 7.296 -3.601 14.375
C 8.257 -4.542 14.782
H 13.339 -1.249 16.583
H 13.137 -2.546 17.646
H 13.321 -0.981 18.444
H 11.598 0.181 15.920
H 11.322 0.765 17.566
H 9.232 0.738 16.170
H 9.043 -0.170 17.591
H 9.680 -2.145 16.271
H 7.393 -0.519 15.581
H 7.426 -2.154 16.287
H 8.690 -2.219 13.641
H 6.935 -1.808 13.644
H 8.838 -4.147 15.624
H 8.957 -4.767 13.967
H 7.776 -5.475 15.064
C 7.815 11.923 14.802
O 9.101 12.236 14.304
C 9.687 11.269 13.436
C 10.266 10.114 14.239
N 10.164 8.837 13.504
C 11.107 7.819 13.872
C 10.907 7.147 15.251
O 11.078 8.015 16.370
C 12.421 8.372 16.569
H 7.162 11.660 13.961
H 7.512 12.839 15.306
H 7.823 11.077 15.500
H 10.452 11.856 12.926
H 8.977 10.952 12.665
H 9.697 10.040 15.172
H 11.291 10.243 14.583
H 9.239 8.446 13.655
H 12.169 8.082 13.848
H 11.075 6.967 13.181
H 11.586 6.300 15.398
H 9.889 6.752 15.285
H 13.109 7.580 16.247
H 12.633 8.642 17.600
H 12.702 9.231 15.945
C 9.643 6.937 9.535
C 8.934 8.287 9.405
C 8.060 8.741 10.573
O 7.395 9.891 10.102
C 6.489 10.425 11.037
N 9.908 9.279 8.975
H 8.952 6.097 9.602
H 10.403 6.950 10.322
H 10.243 6.788 8.635
H 8.272 8.179 8.539
H 8.699 8.859 11.463
H 7.406 7.970 11.014
H 6.408 11.489 10.803
H 6.702 10.401 12.114
H 5.528 9.900 10.968
H 10.658 9.436 9.640
H 9.426 10.166 8.866
C 11.183 6.911 18.261
C 10.172 7.705 19.055
C 8.991 6.852 19.507
O 8.315 6.293 18.421
C 7.194 5.495 18.797
N 10.843 8.226 20.259
H 12.122 7.464 18.164
H 10.908 6.839 17.205
H 11.401 5.935 18.697
H 9.811 8.585 18.520
H 8.370 7.487 20.159
H 9.386 6.125 20.235
H 6.981 4.833 17.961
H 6.338 6.170 18.906
H 7.392 4.984 19.740
H 10.284 8.891 20.773
H 11.181 7.498 20.874
*
```



Which value of energy above the lowest of the compared OMol25 structures with the same formula, charge and spin does entry 1 give?
115.9 kJ/mol



Repeat the first record exactly.
C4H6N2O | ωB97M-V/def2-TZVPD

Output
Energy ... -340.75075 Ha
Energy above the lowest of the compared OMol25 structures with the same formula, charge and spin ... 115.9 kJ/mol
HOMO-LUMO gap ... 8.23 eV

Structure (ORCA input):
```
! RIJCOSX wB97M-V def2-TZVPD def2/J DEFGRID3
* xyz 0 1
N 0.416 -2.037 1.008
C 0.124 -0.873 0.268
C 0.370 -0.682 -1.061
N 0.054 0.634 -1.371
C -0.430 1.253 -0.231
O -0.588 2.607 -0.113
C -0.415 0.333 0.788
H 1.339 -2.370 0.755
H 0.431 -1.815 1.996
H 0.677 -1.406 -1.803
H 0.148 0.959 -2.322
H -1.467 2.870 0.185
H -0.683 0.525 1.817
*
```